Density functional theory data (ωB97M-V/def2-TZVPD) for an isolated ion of composition C5H8BrN2 and charge +1 in a non-equilibrium geometry.

## Properties
- relative energy (zero: lowest compared OMol25 entry of this formula, charge and spin) (kJ/mol) = 317.9
- calculated total energy (hartree) = -2878.5118
- net charge = +1
- lowest unoccupied orbital energy (eV) = -4.69
- multiplicity = 1

Bonds (Å) are listed after each position.
Element x y z (Å)
1 H 1.71 2.42 0.89  N7 0.997
2 Br 2.69 -0.01 -0.07  C10 1.896
3 H -2.65 0.96 -1.59  C13 1.043
4 C 0.13 1.39 0.02  N7 1.315, N9 1.243, C10 1.629
5 H 0.06 -3.19 -0.46  C11 1.021
6 C 0.10 -1.22 0.21  C10 1.338, C11 1.522, H12 1.015
7 N 0.81 2.42 0.46  H1 0.997, C4 1.315, H8 1.061
8 H 0.41 3.39 0.27  N7 1.061
9 N -1.07 1.36 -0.33  C4 1.243, C13 1.246
10 C 0.81 -0.09 0.10  Br2 1.896, C4 1.629, C6 1.338
11 C 0.72 -2.60 0.05  H5 1.021, C6 1.522, H14 1.075, H15 1.045
12 H -0.91 -1.24 0.24  C6 1.015
13 C -2.24 1.08 -0.64  H3 1.043, N9 1.246, H16 1.140
14 H 0.69 -3.29 0.87  C11 1.075
15 H 1.71 -2.43 -0.25  C11 1.045
16 H -2.98 1.06 0.22  C13 1.140

Löwdin population analysis, charges in e, atoms 1 to 5: atom 1 (H): 0.09, atom 2 (Br): 0.85, atom 3 (H): 0.09, atom 4 (C): -0.34, atom 5 (H): 0.06

***

Density functional theory data (ωB97M-V/def2-TZVPD) for an isolated ion of composition C5H8BrN2 and charge +1 in a non-equilibrium geometry.

## Properties
- relative energy (zero: lowest compared OMol25 entry of this formula, charge and spin) (kJ/mol) = 336.9
- calculated total energy (hartree) = -2878.5046
- net charge = +1
- lowest unoccupied orbital energy (eV) = -4.38
- multiplicity = 1

Bonds (Å) are listed after each position.
Element x y z (Å)
1 H -0.43 1.67 1.31  C11 1.025
2 N 0.37 -1.37 0.33  C6 1.285, C16 1.238
3 C 0.31 1.18 -0.74  H5 1.091, C8 1.339, C11 1.468
4 Br 2.01 1.38 1.68  C11 2.159
5 H 0.95 0.50 -1.30  C3 1.091
6 C -0.27 -0.46 0.99  N2 1.285, C11 1.566, N13 1.208
7 H -1.11 2.74 -0.86  C8 1.072
8 C -0.40 2.12 -1.38  C3 1.339, H7 1.072, H9 1.108
9 H -0.37 2.40 -2.45  C8 1.108
10 H 1.30 -2.79 -0.71  C16 1.092
11 C 0.11 1.04 0.71  H1 1.025, C3 1.468, Br4 2.159, C6 1.566
12 H 2.18 -2.37 0.78  C16 1.092
13 N -1.11 -0.60 1.84  C6 1.208, H14 1.071, H15 0.969
14 H -1.57 0.24 2.32  N13 1.071
15 H -1.45 -1.47 2.09  N13 0.969
16 C 1.26 -2.22 0.21  N2 1.238, H10 1.092, H12 1.092

Löwdin population analysis, charges in e, atoms 1 to 5: atom 1 (H): 0.05, atom 2 (N): 0.13, atom 3 (C): -0.23, atom 4 (Br): 0.59, atom 5 (H): 0.12

***

Density functional theory data (ωB97M-V/def2-TZVPD) for one molecule with the formula C5H8BrPS in a non-equilibrium geometry.

## Properties
- relative energy (zero: lowest compared OMol25 entry of this formula, charge and spin) (kJ/mol) = 284.7
- calculated total energy (hartree) = -3508.8041
- lowest unoccupied orbital energy (alpha / beta) (eV) = -0.44 / -0.44
- multiplicity = 1

Bonds (Å) are listed after each position.
Element x y z (Å)
1 H 1.07 -3.04 0.24  C4 1.044
2 S 0.48 -0.66 1.37  P5 2.053, C13 1.764
3 H 1.14 -2.85 -1.44  C4 1.070
4 C 1.23 -2.33 -0.51  H1 1.044, H3 1.070, H11 1.136, C13 1.459
5 P -0.64 1.04 1.12  S2 2.053, C9 1.867, C12 1.808, Br14 2.428
6 H -2.07 0.43 -0.67  C9 1.010
7 H 0.98 2.58 1.93  C12 1.066
8 H -0.85 1.62 -1.14  C9 1.030
9 C -1.12 0.75 -0.66  P5 1.867, H6 1.010, H8 1.030, C10 1.472
10 C -0.30 -0.38 -1.14  C9 1.472, C13 1.322, H15 1.171
11 H 2.31 -1.99 -0.42  C4 1.136
12 C 0.46 2.48 1.01  P5 1.808, H7 1.066, H16 1.147
13 C 0.38 -1.16 -0.32  S2 1.764, C4 1.459, C10 1.322
14 Br -2.76 0.82 2.28  P5 2.428
15 H -0.36 -0.78 -2.24  C10 1.171
16 H 0.06 3.47 0.59  C12 1.147

Löwdin population analysis, charges in e, atoms 1 to 5: atom 1 (H): 0.05, atom 2 (S): 0.71, atom 3 (H): 0.08, atom 4 (C): -0.14, atom 5 (P): 0.32